88
Properties=species:S:1:pos:R:3:forces:R:3:lowdin_charge:R:1 method="wB97M-V/def2-TZVPD" gap_ev=7.56 homo_ev=-8.63 total_energy_ha=-7880.109442 lumo_energy_ha=-0.0396
C 1.76943 0.83698 0.65962 0.3962 -0.1060 -0.5653 -0.124
C 0.84897 -0.43893 0.81865 0.4864 -0.0961 0.4211 -0.229
C -0.23668 -0.29834 1.97646 -0.3343 1.5685 -1.3219 -0.136
C -1.59874 0.19859 1.28150 1.1473 -1.9487 0.5058 -0.205
O -1.26971 1.41901 0.57264 -2.2741 0.3951 2.0432 -0.155
C -2.12811 2.49590 0.85150 0.2608 0.8359 -2.3649 -0.665
Br -2.25929 3.10686 2.75765 4.4089 0.8770 -0.3137 0.683
C -3.70130 2.40185 0.40054 -0.6771 0.4035 0.3091 -1.007
S -4.21601 1.12344 -0.82383 -0.1371 -0.9378 0.5120 0.765
Br -4.69239 2.30802 2.14452 -3.6539 -2.1803 -2.1284 0.581
N -4.18752 3.69664 -0.15459 3.5072 -0.7135 -0.0671 -0.005
C -2.98352 4.44917 -0.45771 -0.6958 0.2521 -0.5090 -0.363
O -3.05802 5.57272 -0.88885 0.5032 -0.8033 0.2292 0.115
C -1.63207 3.61712 -0.21837 -0.6482 -0.0278 2.0756 -0.311
C -0.48984 4.57407 0.27834 1.1242 0.2483 -0.3609 -0.102
C 0.90226 4.34180 -0.44829 -0.4030 1.0355 -0.6232 -0.181
C 2.06987 5.13951 0.26037 0.4800 -0.4057 -0.0268 -0.190
C 3.40013 4.28436 0.39895 -0.2739 0.7183 -0.8413 -0.195
C 4.05167 4.04810 -1.01926 0.4685 -0.4928 0.0536 -0.206
C 5.00891 2.76252 -1.05838 -0.4715 0.7720 -0.3301 -0.247
C 4.92351 2.19094 -2.51361 -0.6928 -0.5749 -0.1382 -0.485
S 6.13798 0.80620 -2.82314 -0.8026 -0.8929 -0.3910 0.893
C 5.45501 0.08696 -4.36167 0.7348 3.0142 -0.1866 -0.631
N 5.43309 0.92516 -5.41810 -0.5844 -3.2882 1.8429 0.025
N 4.84602 0.17106 -6.39886 -1.0377 -2.7490 -0.1048 0.005
C 4.55914 -1.05370 -5.92887 0.9107 3.0690 -0.0718 -0.120
O 4.93757 -1.14952 -4.57751 -0.0449 1.0751 -1.3794 0.019
O -1.28874 2.77821 -1.33718 -1.1352 2.0261 -0.2493 -0.127
C -1.41660 3.48343 -2.58718 1.9238 0.4951 -1.5812 -0.183
C -0.23089 2.95267 -3.52057 -0.1679 -0.8001 0.5807 -0.197
C -0.71186 1.91169 -4.61411 0.8166 0.5885 -0.1293 -0.107
H 2.78858 0.69886 1.12597 -1.1396 0.1333 -0.2424 0.076
H 1.97021 1.01255 -0.44042 -0.2026 -0.1234 1.0993 0.071
H 1.30494 1.77858 1.05162 0.3191 -0.9672 -0.2282 0.059
H 0.39502 -0.64131 -0.18737 0.0738 0.0629 1.0371 0.105
H 1.50076 -1.32323 1.05943 -0.5647 0.8065 -0.3160 0.104
H 0.10770 0.58068 2.59766 -0.3947 -1.2000 -0.1463 0.109
H -0.35965 -1.23330 2.57505 -0.0558 0.8423 -0.5140 0.104
H -1.86114 -0.59718 0.53091 0.0321 0.9114 0.4959 0.120
H -2.46059 0.28402 1.98954 0.7862 0.3029 -0.5196 0.086
H -3.27993 1.15692 -1.82610 -0.0037 0.5323 0.9666 -0.106
H -4.72754 3.52237 -1.00932 -0.0251 0.3394 0.5242 0.106
H -0.77235 5.65120 0.09109 0.0767 -1.1638 0.1340 0.132
H -0.28463 4.50919 1.37988 -0.6276 -0.2865 -0.9501 0.082
H 1.13797 3.26371 -0.62462 -0.2027 0.8651 0.4684 0.089
H 0.78800 4.80546 -1.47317 0.1812 -0.7148 0.8779 0.107
H 2.32100 6.04636 -0.35296 -0.2672 -0.7035 0.5907 0.113
H 1.76135 5.51388 1.27227 0.1677 -0.4168 -0.8238 0.108
H 4.13925 4.89048 0.99716 -0.7517 -0.9242 -0.2592 0.116
H 3.16422 3.29525 0.87293 0.3191 0.9504 -0.2063 0.089
H 3.27606 3.92657 -1.83341 0.6139 0.1336 0.9712 0.105
H 4.68058 4.93520 -1.28967 -0.6935 -0.6038 0.1200 0.115
H 4.61858 2.05032 -0.27878 0.6482 0.3842 -0.9581 0.098
H 6.06350 3.07746 -0.81672 -1.0335 -0.4733 -0.1045 0.114
H 3.90816 1.72382 -2.67310 0.9775 0.6685 0.1662 0.083
H 5.09212 2.96655 -3.29933 -0.1158 -0.5404 0.7661 0.085
H 4.06034 -1.85862 -6.49915 0.5872 0.4951 0.9020 0.134
H -1.23040 4.59232 -2.48799 -0.5685 -1.1295 0.2839 0.127
H -2.40350 3.31688 -3.10457 0.7229 0.0876 0.7614 0.129
H 0.37100 3.80524 -3.94742 -0.8826 -0.8398 0.2114 0.111
H 0.49286 2.40333 -2.84880 -0.8212 0.7093 -0.4648 0.099
H -0.62781 2.41143 -5.61947 -0.5167 -0.7405 0.8606 0.076
H -0.01986 1.03294 -4.62896 -0.5949 0.6918 -0.0488 0.067
H -1.74161 1.52688 -4.40691 0.7977 0.4614 -0.3098 0.066
C -0.50958 -9.46473 3.53658 -0.0561 0.0871 -0.0286 -0.057
C -1.23179 -9.74147 2.37881 -0.0114 0.1180 0.0269 -0.057
C -1.99589 -8.74940 1.78202 0.0638 -0.2140 -0.0225 0.000
C -2.05075 -7.47860 2.34728 0.1161 -0.1225 0.1466 -0.084
C -1.34586 -7.20817 3.52133 -0.0145 -0.1726 -0.1242 -0.084
C -0.56644 -8.20180 4.10742 0.0722 -0.1947 0.0192 0.000
C -1.43325 -5.87252 4.16320 0.3423 0.1093 0.5574 -0.279
O -0.81651 -5.63496 5.18377 -0.0707 -0.0187 -0.1210 0.105
C -2.29360 -4.83491 3.54176 -0.1520 0.1437 -0.1005 -0.083
C -2.43194 -3.59569 4.16178 -0.0640 0.2326 0.0346 -0.001
C -3.22364 -2.61309 3.58350 0.0737 -0.1447 -0.0478 -0.062
C -3.87146 -2.86405 2.37694 0.0224 -0.0061 -0.0104 -0.057
C -3.74183 -4.09835 1.75788 -0.0843 0.1899 -0.0131 0.004
C -2.96075 -5.09069 2.34310 0.0188 0.1709 0.1153 -0.083
C -2.85699 -6.41969 1.69072 -0.3189 -0.1453 -0.5822 -0.279
O -3.42708 -6.63929 0.63928 0.0674 0.0367 0.1287 0.105
H 0.09423 -10.23832 3.99673 -0.0349 0.0516 -0.0217 0.108
H -1.19622 -10.73228 1.94097 0.0005 0.0635 0.0171 0.108
H -2.55222 -8.96775 0.87821 0.0017 0.1765 0.0583 0.121
H -0.00704 -7.99254 5.01139 -0.1121 0.1318 -0.0609 0.121
H -1.92619 -3.39651 5.09932 0.0393 -0.1655 -0.0822 0.122
H -3.33499 -1.65063 4.07032 0.0083 -0.0557 -0.0222 0.109
H -4.48339 -2.09367 1.92067 0.0304 -0.0400 0.0203 0.109
H -4.25231 -4.28821 0.82116 0.0868 -0.1395 0.0788 0.122